Entry 1:
DFT (ωB97M-V with the def2-TZVPD basis set) results for a molecular structure, C27H39BCoF4GeN6Si3 at a distorted geometry.

Its net charge is +1. The HOMO-LUMO gap (alpha / beta) comes out at 0.197 / 0.208 Eh. As for the expectation value of S²: 2.02. The LUMO energy (alpha / beta) is -4.270 / -5.234 eV. Its spin multiplicity is 3.

Geometry (Å):
Co1 0.075 -0.502 1.317
C1 -2.199 2.428 3.260
C2 -1.825 1.202 2.743
N1 -0.712 1.067 2.021
C3 0.053 2.180 1.849
C4 -0.382 3.408 2.338
N2 -1.497 3.538 3.034
C5 1.318 1.901 1.183
C6 2.401 2.743 1.027
C7 3.613 2.259 0.520
C8 3.671 0.891 0.226
C9 2.565 0.086 0.405
N3 1.394 0.604 0.825
C10 2.492 -1.368 0.354
C11 3.511 -2.247 0.004
N4 3.397 -3.557 0.142
C12 2.246 -4.014 0.632
C13 1.192 -3.173 0.936
N5 1.298 -1.852 0.793
C14 4.802 3.130 0.395
C15 6.030 2.637 -0.046
C16 7.127 3.483 -0.103
N6 7.080 4.763 0.241
C17 5.913 5.247 0.644
C18 4.760 4.483 0.736
H1 -3.095 2.535 3.856
H2 -2.410 0.313 2.927
H3 0.191 4.311 2.164
H4 2.307 3.765 1.358
H5 4.595 0.431 -0.088
H6 4.453 -1.881 -0.388
H7 2.167 -5.084 0.768
H8 0.258 -3.557 1.322
H9 6.160 1.607 -0.342
H10 8.088 3.114 -0.442
H11 5.897 6.299 0.906
H12 3.854 4.960 1.078
C19 -1.752 -2.180 -3.837
Si1 -0.392 -1.761 -2.591
C20 0.755 -0.388 -3.221
C21 0.609 -3.345 -2.345
Ge1 -1.389 -0.719 -0.582
Si2 -3.332 -2.356 0.406
C22 -4.174 -1.656 1.926
C23 -4.459 -2.274 -1.097
C24 -2.484 -4.015 0.615
Si3 -2.520 1.347 -1.361
C25 -1.116 2.580 -1.671
C26 -3.800 2.046 -0.162
C27 -3.398 0.973 -2.994
H13 -1.313 -2.467 -4.796
H14 -2.424 -1.342 -4.017
H15 -2.347 -3.025 -3.487
H16 1.468 -0.780 -3.950
H17 1.325 0.050 -2.398
H18 0.192 0.412 -3.706
H19 0.753 -3.827 -3.314
H20 0.102 -4.060 -1.695
H21 1.599 -3.149 -1.931
H22 -4.479 -0.619 1.775
H23 -3.532 -1.710 2.805
H24 -5.075 -2.238 2.138
H25 -4.853 -1.268 -1.243
H26 -5.308 -2.947 -0.939
H27 -3.949 -2.582 -2.010
H28 -1.941 -4.055 1.560
H29 -1.790 -4.217 -0.203
H30 -3.232 -4.813 0.626
H31 -0.467 2.674 -0.800
H32 -1.514 3.572 -1.897
H33 -0.498 2.269 -2.515
H34 -3.345 2.518 0.706
H35 -4.484 1.272 0.190
H36 -4.396 2.808 -0.670
H37 -2.684 0.745 -3.786
H38 -3.981 1.838 -3.320
H39 -4.084 0.130 -2.900
F1 0.611 -1.234 3.687
B1 -0.587 -1.949 3.741
F2 -1.151 -1.718 2.266
F3 -1.522 -1.401 4.559
F4 -0.429 -3.292 3.842


Entry 2:
DFT (ωB97M-V with the def2-TZVPD basis set) results for a molecular structure, C20H34N15O5PSc at a distorted geometry.

Its net charge is -1. The HOMO-LUMO gap comes out at 0.292 Eh. The LUMO energy is 2.270 eV. Its spin multiplicity is 1.

Geometry (Å):
Sc1 0.219 -0.549 0.045
O1 -0.240 1.501 1.379
C1 -0.131 1.457 2.799
C2 -0.755 0.189 3.374
N1 -0.353 -0.997 2.621
C3 -1.527 -1.847 2.366
C4 -2.421 -1.073 1.380
O2 -3.615 -0.941 1.589
O3 -1.758 -0.536 0.406
C5 0.816 -1.696 3.156
C6 2.043 -1.632 2.214
O4 3.115 -2.035 2.624
O5 1.807 -1.121 1.055
H1 -1.178 1.475 1.135
H2 0.934 1.490 3.023
H3 -0.608 2.339 3.238
H4 -0.485 0.112 4.434
H5 -1.842 0.288 3.321
H6 -1.211 -2.765 1.873
H7 -2.082 -2.083 3.279
H8 1.137 -1.278 4.112
H9 0.591 -2.751 3.315
N2 0.474 -2.326 -3.118
C7 0.027 -3.007 -2.019
N3 -0.399 -4.256 -2.062
N4 -0.734 -4.538 -0.795
N5 -0.539 -3.520 -0.039
N6 -0.038 -2.500 -0.782
C8 0.959 -1.056 -3.057
N7 1.551 -0.456 -4.080
N8 1.804 0.777 -3.641
N9 1.414 0.913 -2.425
N10 0.852 -0.243 -1.990
H10 0.626 -2.848 -3.963
C9 -3.019 1.939 -0.870
C10 -3.964 2.784 -1.765
N11 -3.344 3.024 -3.068
C11 -2.076 3.724 -2.859
C12 -1.123 2.857 -1.993
N12 -1.793 1.607 -1.603
C13 -2.165 0.859 -2.808
C14 -3.076 1.735 -3.711
H11 -3.488 1.007 -0.556
H12 -2.741 2.496 0.032
H13 -4.176 3.757 -1.314
H14 -4.915 2.273 -1.929
H15 -2.297 4.679 -2.374
H16 -1.641 3.936 -3.838
H17 -0.833 3.380 -1.077
H18 -0.217 2.601 -2.531
H19 -2.666 -0.058 -2.489
H20 -1.253 0.580 -3.337
H21 -4.035 1.249 -3.907
H22 -2.597 1.932 -4.673
C15 4.777 3.422 -1.000
N13 5.187 2.081 -0.599
C16 5.569 2.102 0.805
N14 4.520 2.608 1.684
C17 4.136 3.937 1.223
N15 3.712 3.985 -0.171
C18 2.455 3.262 -0.373
P1 2.527 1.438 0.037
C19 4.140 1.096 -0.861
C20 3.370 1.699 1.703
H23 4.440 3.393 -2.038
H24 5.649 4.079 -0.925
H25 6.443 2.750 0.918
H26 5.829 1.089 1.118
H27 5.001 4.596 1.342
H28 3.323 4.313 1.850
H29 2.151 3.357 -1.417
H30 1.682 3.719 0.253
H31 3.944 1.072 -1.931
H32 4.501 0.110 -0.555
H33 3.691 0.726 2.086
H34 2.639 2.107 2.407


Entry 3:
DFT (ωB97M-V with the def2-TZVPD basis set) results for a molecular structure, C5H11FN2 at a distorted geometry.

The HOMO-LUMO gap comes out at 0.329 Eh. The LUMO energy is 0.880 eV. Its spin multiplicity is 1.

Geometry (Å):
C1 0.157 -0.251 0.271
C2 -0.605 0.314 -0.863
C3 -1.102 1.733 -0.583
C4 1.645 -0.085 0.112
C5 0.476 -1.840 0.208
H1 -1.546 0.829 1.156
H2 -0.767 -0.723 2.345
H3 0.066 0.440 -1.870
H4 -1.585 -0.098 -1.156
H5 -0.396 2.128 0.137
H6 -1.273 2.281 -1.458
H7 2.327 0.855 -0.251
H8 1.784 -0.031 1.272
H9 1.750 -1.452 -1.415
H10 -0.356 -2.344 -0.387
H11 0.399 -2.193 1.207
N1 -0.438 0.177 1.491
N2 1.653 -1.430 -0.457
F1 -2.187 1.688 0.241


Entry 4:
DFT (ωB97M-V with the def2-TZVPD basis set) results for 2 unconnected molecules or ions with the total composition C19H17F2N2 at a distorted geometry.

Its net charge is +1. The HOMO-LUMO gap comes out at 0.247 Eh. The LUMO energy is -5.307 eV. Its spin multiplicity is 1.

Geometry (Å):
F1 -1.839 -5.100 3.079
C1 -0.929 -4.843 2.079
C2 -0.268 -5.925 1.511
C3 0.694 -5.631 0.526
C4 0.988 -4.324 0.177
C5 0.309 -3.222 0.761
C6 0.582 -1.869 0.361
C7 0.039 -0.724 0.948
C8 0.373 0.610 0.622
C9 -0.230 1.670 1.421
C10 -0.652 1.514 2.781
C11 -1.198 2.593 3.452
F2 -1.601 2.407 4.748
C12 -1.383 3.846 2.879
C13 -0.945 4.011 1.560
C14 -0.363 2.958 0.855
C15 -0.689 -3.512 1.746
H1 -0.480 -6.942 1.822
H2 1.247 -6.461 0.076
H3 1.777 -4.107 -0.565
H4 1.351 -1.702 -0.400
H5 -0.567 -0.771 1.872
H6 1.323 0.850 0.067
H7 -0.495 0.579 3.335
H8 -1.853 4.644 3.449
H9 -1.082 4.955 1.057
H10 0.024 3.097 -0.155
H11 -1.182 -2.706 2.272
C16 1.223 2.891 -4.860
C17 0.786 2.192 -3.631
C18 1.288 2.165 -2.346
N1 0.494 1.339 -1.547
C19 -0.446 0.847 -2.344
N2 -0.322 1.355 -3.610
H12 2.131 3.485 -4.619
H13 1.480 2.190 -5.688
H14 0.447 3.592 -5.245
H15 2.137 2.709 -1.958
H16 -1.223 0.146 -2.087
H17 -0.944 1.191 -4.401


Entry 5:
DFT (ωB97M-V with the def2-TZVPD basis set) results for 5 unconnected molecules or ions with the total composition C10H29N10O4S at a distorted geometry.

Its net charge is +1. The HOMO-LUMO gap comes out at 0.268 Eh. The LUMO energy is -4.504 eV. Its spin multiplicity is 1.

Geometry (Å):
C1 -2.077 0.454 -4.709
C2 -1.325 1.135 -3.531
C3 -2.025 0.800 -2.216
C4 -1.566 1.520 -0.944
C5 -1.427 3.047 -1.069
N1 -0.331 0.914 -0.310
N2 0.670 0.377 -1.204
C6 1.487 1.208 -1.635
S1 2.337 2.322 -2.252
H1 -2.051 1.065 -5.606
H2 -1.640 -0.522 -4.914
H3 -3.105 0.256 -4.404
H4 -1.270 2.205 -3.726
H5 -0.312 0.733 -3.555
H6 -1.993 -0.281 -2.037
H7 -3.082 1.048 -2.326
H8 -2.360 1.376 -0.203
H9 -1.642 3.405 -2.069
H10 -2.159 3.507 -0.404
H11 -0.459 3.409 -0.717
H12 0.127 1.572 0.330
H13 -0.617 0.125 0.270
C7 2.308 -1.131 2.195
O1 1.661 -0.128 2.487
N3 2.400 -1.530 0.893
N4 2.949 -1.890 3.117
H14 2.888 -2.340 0.560
H15 1.907 -0.925 0.270
H16 2.878 -1.609 4.081
H17 3.480 -2.711 2.891
C8 -3.102 1.622 2.766
O2 -3.537 2.006 1.686
N5 -2.268 0.541 2.890
N6 -3.422 2.238 3.931
H18 -1.905 0.214 3.766
H19 -2.046 0.032 2.060
H20 -4.035 3.031 3.878
H21 -3.084 1.943 4.828
C9 5.876 0.105 5.364
O3 5.188 -0.508 6.162
N7 7.111 0.594 5.675
N8 5.446 0.343 4.086
H22 7.688 1.099 5.031
H23 7.447 0.431 6.606
H24 4.538 -0.012 3.856
H25 5.974 0.838 3.394
C10 -2.667 -3.615 -4.767
O4 -2.605 -2.736 -5.607
N9 -3.235 -4.829 -5.017
N10 -2.166 -3.457 -3.497
H26 -3.295 -5.566 -4.341
H27 -3.610 -4.978 -5.936
H28 -1.736 -2.578 -3.284
H29 -2.205 -4.168 -2.793


Entry 6:
DFT (ωB97M-V with the def2-TZVPD basis set) results for 3 unconnected molecules or ions with the total composition C2H10NO2S at a distorted geometry.

Its net charge is -1. The HOMO-LUMO gap comes out at 0.230 Eh. The LUMO energy is 3.602 eV. Its spin multiplicity is 1.

Geometry (Å):
C1 -0.017 -0.536 -0.353
C2 -1.140 -0.409 -1.362
S1 -0.595 -0.491 -3.131
N1 1.171 0.292 -0.676
H1 0.335 -1.561 -0.292
H2 -0.345 -0.166 0.616
H3 -1.672 0.536 -1.254
H4 -1.827 -1.239 -1.280
H5 0.864 1.130 -1.155
H6 1.715 -0.203 -1.369
H7 1.977 0.825 0.980
H8 3.447 0.717 1.294
O1 2.606 0.822 1.747
H9 -2.955 -0.112 1.849
H10 -1.341 0.020 2.127
O2 -2.223 0.376 2.258


Entry 7:
DFT (ωB97M-V with the def2-TZVPD basis set) results for 2 unconnected molecules or ions with the total composition CH2O5P at a distorted geometry.

Its net charge is -1. The HOMO-LUMO gap comes out at 0.296 Eh. The LUMO energy is 3.912 eV. Its spin multiplicity is 1.

Geometry (Å):
C1 2.071 -0.255 0.155
O1 0.294 0.665 -0.157
O2 1.933 -1.170 -0.562
O3 -1.523 -1.079 -0.426
O4 -2.078 1.305 0.259
O5 2.710 0.345 0.937
P1 -1.103 0.527 -0.849
H1 -0.699 -1.562 -0.455
H2 -1.604 1.225 1.098


Entry 8:
DFT (ωB97M-V with the def2-TZVPD basis set) results for 3 unconnected molecules or ions with the total composition C5H10O2 at a distorted geometry.

The HOMO-LUMO gap comes out at 0.358 Eh. The LUMO energy is 0.637 eV. Its spin multiplicity is 1.

Geometry (Å):
C1 -0.945 1.648 -0.941
C2 -0.048 0.809 -0.063
O1 -0.832 -0.211 0.493
C3 -0.219 -0.922 1.432
C4 1.062 -0.809 1.775
C5 1.069 0.222 -0.863
O2 1.104 -0.873 -1.430
H1 -1.738 2.099 -0.339
H2 -1.399 1.015 -1.710
H3 -0.381 2.451 -1.425
H4 0.392 1.442 0.723
H5 -1.549 -2.706 -1.039
H6 -0.860 -1.498 2.071
H7 1.850 -0.102 1.634
H8 1.430 -1.580 2.439
H9 1.820 0.956 -1.203
H10 -0.755 -1.941 -1.554


Entry 9:
DFT (ωB97M-V with the def2-TZVPD basis set) results for H3NO2S2 in the gas phase at a distorted geometry.

The HOMO-LUMO gap (alpha / beta) comes out at 0.305 / 0.305 Eh. The LUMO energy (alpha / beta) is -0.679 / -0.679 eV. Its spin multiplicity is 1.

Geometry (Å):
N1 0.112 -0.885 -0.806
O1 0.953 1.115 0.260
O2 -1.032 -0.137 -0.602
S1 -0.790 0.878 2.387
S2 -0.600 1.426 0.618
H1 0.452 -0.710 -1.843
H2 -0.250 -1.924 -0.734
H3 1.154 0.237 0.720


Entry 10:
DFT (ωB97M-V with the def2-TZVPD basis set) results for a molecular structure, C6H8 at a distorted geometry.

The HOMO-LUMO gap comes out at 0.324 Eh. The LUMO energy is 1.036 eV. Its spin multiplicity is 1.

Geometry (Å):
C1 -1.105 -0.292 0.666
C2 -0.416 1.027 0.340
C3 1.039 0.730 -0.039
C4 1.510 -0.660 0.235
C5 -0.376 -0.864 -0.534
C6 -0.048 0.534 -1.043
H1 -2.180 -0.247 0.468
H2 -0.925 -0.778 1.631
H3 -0.744 2.017 0.629
H4 1.722 1.580 -0.051
H5 0.942 -1.443 -0.425
H6 1.524 -0.909 1.306
H7 -0.802 -1.666 -1.155
H8 -0.142 0.971 -2.028


Entry 11:
DFT (ωB97M-V with the def2-TZVPD basis set) results for C2H3FO2 in the gas phase at a distorted geometry.

The HOMO-LUMO gap comes out at 0.427 Eh. The LUMO energy is 0.936 eV. Its spin multiplicity is 1. The SMILES is CC1(F)OO1.

Geometry (Å):
C1 -0.735 0.035 0.018
C2 0.982 0.060 -0.010
O1 -1.527 -0.787 0.691
O2 -1.527 -0.800 -0.708
F1 -1.099 1.301 0.031
H1 1.144 0.529 -0.916
H2 1.453 -0.973 -0.017
H3 1.309 0.637 0.912


Entry 12:
DFT (ωB97M-V with the def2-TZVPD basis set) results for 9 unconnected molecules or ions with the total composition C24H69N3O15 at a distorted geometry.

The HOMO-LUMO gap comes out at 0.346 Eh. The LUMO energy is 0.197 eV. Its spin multiplicity is 1. The SMILES is COC[C@H](C)N.COC[C@H](C)N.COC[C@H](C)N.OCCO.OCCO.OCCO.OCCO.OCCO.OCCO.

Geometry (Å):
C1 -4.426 -2.514 -5.856
C2 -4.555 -1.422 -4.781
C3 -4.762 -2.038 -3.405
O1 -4.596 -1.231 -2.207
C4 -4.525 0.175 -2.357
N1 -3.306 -0.632 -4.798
H1 -4.518 -2.064 -6.842
H2 -5.221 -3.247 -5.684
H3 -3.497 -3.084 -5.809
H4 -5.448 -0.853 -5.051
H5 -4.156 -2.936 -3.265
H6 -5.791 -2.376 -3.242
H7 -5.247 0.591 -3.063
H8 -3.532 0.583 -2.558
H9 -4.840 0.573 -1.389
H10 -2.593 -1.174 -5.271
H11 -2.940 -0.538 -3.858
C5 2.334 1.726 5.375
C6 2.665 0.331 4.842
C7 1.535 -0.643 5.113
O2 1.431 -1.105 6.453
C8 0.170 -1.637 6.742
N2 2.725 0.499 3.381
H12 3.187 2.393 5.458
H13 1.728 1.768 6.293
H14 1.523 2.165 4.778
H15 3.587 -0.045 5.298
H16 1.568 -1.523 4.461
H17 0.621 -0.092 4.855
H18 0.253 -2.546 7.339
H19 -0.437 -1.853 5.853
H20 -0.420 -0.892 7.300
H21 3.410 1.179 3.064
H22 3.142 -0.376 3.046
C9 1.175 1.562 -3.295
C10 2.210 1.279 -4.378
C11 1.695 0.416 -5.491
O3 2.662 0.276 -6.496
C12 2.273 -0.462 -7.606
N3 3.003 2.491 -4.728
H23 1.212 0.653 -2.692
H24 0.185 1.742 -3.732
H25 1.329 2.450 -2.691
H26 3.009 0.649 -3.958
H27 0.690 0.709 -5.830
H28 1.502 -0.570 -5.036
H29 2.047 -1.504 -7.345
H30 3.070 -0.431 -8.352
H31 1.416 -0.088 -8.187
H32 3.032 2.701 -5.720
H33 3.956 2.310 -4.456
C13 2.818 -2.732 0.250
C14 4.025 -2.238 1.030
O4 4.087 -2.871 2.312
O5 1.574 -2.641 0.908
H34 3.047 -3.790 0.021
H35 2.780 -2.334 -0.765
H36 3.904 -1.152 1.130
H37 4.975 -2.342 0.502
H38 3.947 -3.802 2.086
H39 1.710 -3.069 1.765
C15 4.738 2.701 -1.264
C16 5.995 3.401 -0.827
O6 5.998 4.805 -1.156
O7 3.778 2.809 -0.210
H40 4.881 1.635 -1.481
H41 4.379 3.102 -2.216
H42 6.912 3.026 -1.299
H43 6.138 3.243 0.246
H44 6.787 5.152 -0.731
H45 3.230 2.013 -0.258
C17 -0.679 0.218 -0.487
C18 0.395 1.188 -0.017
O8 1.722 0.719 0.047
O9 -0.645 -0.952 0.354
H46 -0.446 -0.142 -1.498
H47 -1.673 0.662 -0.477
H48 0.101 1.591 0.959
H49 0.364 2.039 -0.700
H50 1.774 0.063 0.759
H51 0.293 -1.195 0.350
C19 -2.156 5.059 3.449
C20 -0.938 4.142 3.545
O10 -0.898 3.655 4.902
O11 -1.973 6.328 4.007
H52 -3.051 4.545 3.829
H53 -2.476 5.211 2.412
H54 -0.032 4.727 3.409
H55 -1.022 3.264 2.908
H56 -1.109 2.719 4.948
H57 -1.671 6.267 4.919
C21 -2.848 -3.450 -0.419
C22 -2.649 -4.902 -0.043
O12 -3.604 -5.286 1.003
O13 -1.881 -3.220 -1.421
H58 -2.836 -2.803 0.465
H59 -3.871 -3.303 -0.785
H60 -1.627 -5.103 0.270
H61 -3.040 -5.551 -0.828
H62 -4.094 -6.049 0.705
H63 -1.547 -2.324 -1.312
C23 -3.122 -1.253 3.713
C24 -2.998 -0.065 2.773
O14 -2.794 1.156 3.469
O15 -4.491 -1.505 4.077
H64 -2.542 -1.086 4.627
H65 -2.824 -2.196 3.252
H66 -3.785 0.062 2.022
H67 -2.060 -0.229 2.227
H68 -3.633 1.462 3.834
H69 -4.874 -0.726 4.490


Entry 13:
DFT (ωB97M-V with the def2-TZVPD basis set) results for 7 unconnected molecules or ions with the total composition C6H26O7.

The HOMO-LUMO gap comes out at 0.372 Eh. The LUMO energy is 0.214 eV. Its spin multiplicity is 1. The SMILES is CCO.CO.CO.CO.CO.O.O.

Geometry (Å):
C1 -0.477 -2.944 0.602
O1 -0.515 -4.333 0.865
H1 -1.485 -2.549 0.729
H2 0.156 -2.398 1.312
H3 -0.138 -2.703 -0.409
H4 0.314 -4.730 0.586
C2 -0.823 0.303 -0.834
O2 -0.525 0.597 0.536
H5 -0.214 -0.532 -1.177
H6 -1.886 0.109 -0.938
H7 -0.604 1.169 -1.471
H8 0.331 1.059 0.504
C3 -1.724 -2.171 -3.888
O3 -1.508 -0.787 -3.652
H9 -1.351 -2.468 -4.870
H10 -1.140 -2.712 -3.142
H11 -2.773 -2.436 -3.757
H12 -2.105 -0.254 -4.182
C4 -0.628 2.762 3.148
O4 -0.311 1.432 3.524
H13 0.253 3.337 2.850
H14 -1.364 2.783 2.337
H15 -1.105 3.241 4.003
H16 -0.214 0.902 2.726
C5 2.982 1.076 2.158
C6 3.037 1.664 0.781
O5 1.737 2.223 0.490
H17 3.982 0.800 2.500
H18 2.352 0.188 2.202
H19 2.592 1.801 2.874
H20 3.278 0.901 0.031
H21 3.805 2.437 0.698
H22 1.793 2.845 -0.240
O6 1.379 -0.917 -3.677
H23 1.663 -0.005 -3.780
H24 0.422 -0.862 -3.560
O7 -3.360 0.623 1.267
H25 -2.418 0.751 1.095
H26 -3.404 -0.202 1.758